Here is a 14-piece molecular cluster, C56H140O28 overall at a distorted geometry from the OMol25 dataset. Energies are from ωB97M-V/def2-TZVPD.

Cartesian coordinates (Å):
C: 1.116 2.849 6.082
O: -0.148 2.805 5.579
C: -0.892 1.665 6.177
C: -2.324 1.851 5.542
O: -2.492 1.323 4.242
C: -1.685 1.989 3.254
H: 1.639 3.760 5.788
H: 1.650 2.098 5.499
H: 1.255 2.722 7.155
H: -1.061 1.766 7.249
H: -0.401 0.724 5.929
H: -2.662 2.882 5.644
H: -3.023 1.366 6.224
H: -2.109 1.626 2.318
H: -0.626 1.754 3.359
H: -1.836 3.065 3.332
C: -9.245 1.251 1.050
O: -10.093 0.142 1.208
C: -9.827 -1.098 0.451
C: -8.504 -1.829 0.730
O: -7.348 -1.072 0.644
C: -6.117 -1.772 0.745
H: -9.349 1.922 1.902
H: -9.426 1.827 0.143
H: -8.181 1.039 1.151
H: -10.019 -0.898 -0.603
H: -10.623 -1.778 0.755
H: -8.373 -2.569 -0.060
H: -8.636 -2.301 1.704
H: -6.025 -2.222 1.733
H: -5.313 -1.060 0.555
H: -6.112 -2.574 0.007
C: 1.697 -3.982 3.348
O: 1.162 -3.089 4.318
C: 1.262 -3.398 5.686
C: 0.324 -2.446 6.470
O: 0.121 -2.893 7.772
C: -0.703 -2.114 8.635
H: 2.733 -4.250 3.555
H: 1.630 -3.489 2.378
H: 1.053 -4.856 3.241
H: 2.265 -3.247 6.087
H: 0.889 -4.412 5.829
H: -0.618 -2.418 5.922
H: 0.780 -1.462 6.362
H: -0.159 -1.203 8.884
H: -0.919 -2.806 9.448
H: -1.577 -1.811 8.058
C: -0.833 3.733 -4.922
O: 0.307 3.643 -5.737
C: 1.277 2.736 -5.297
C: 2.403 2.567 -6.350
O: 3.209 3.783 -6.468
C: 2.633 4.812 -7.286
H: -1.623 4.271 -5.445
H: -0.557 4.244 -3.999
H: -1.251 2.749 -4.708
H: 0.795 1.761 -5.227
H: 1.635 2.995 -4.301
H: 2.111 2.302 -7.366
H: 3.037 1.757 -5.989
H: 2.334 4.385 -8.243
H: 3.349 5.602 -7.516
H: 1.747 5.281 -6.858
C: -1.373 0.808 -8.176
O: -0.299 -0.069 -7.974
C: -0.511 -0.926 -6.827
C: 0.846 -1.632 -6.552
O: 1.802 -0.742 -5.980
C: 2.814 -1.314 -5.206
H: -2.317 0.264 -8.217
H: -1.228 1.423 -9.063
H: -1.370 1.456 -7.300
H: -1.256 -1.682 -7.072
H: -0.844 -0.410 -5.927
H: 1.291 -2.171 -7.388
H: 0.559 -2.384 -5.816
H: 3.712 -1.667 -5.712
H: 2.445 -1.982 -4.428
H: 3.238 -0.478 -4.649
C: -3.991 1.332 -5.550
O: -3.467 0.098 -6.003
C: -4.053 -0.966 -5.241
C: -3.591 -0.934 -3.792
O: -2.133 -0.934 -3.768
C: -1.685 -0.894 -2.391
H: -3.597 2.058 -6.261
H: -3.768 1.722 -4.557
H: -5.066 1.428 -5.700
H: -3.794 -1.934 -5.670
H: -5.137 -0.867 -5.301
H: -4.033 -1.745 -3.213
H: -3.963 -0.042 -3.288
H: -0.601 -0.781 -2.388
H: -1.964 -1.741 -1.763
H: -2.123 -0.040 -1.875
C: 5.536 5.155 4.155
O: 4.194 4.819 3.899
C: 3.261 5.885 3.549
C: 1.967 5.430 2.861
O: 2.130 4.674 1.683
C: 0.924 4.166 1.137
H: 5.959 5.632 3.271
H: 6.167 4.296 4.382
H: 5.559 5.852 4.993
H: 3.692 6.607 2.856
H: 3.094 6.424 4.482
H: 1.298 6.275 2.698
H: 1.470 4.704 3.504
H: 1.147 3.517 0.289
H: 0.123 4.874 0.925
H: 0.424 3.526 1.863
C: 3.358 2.009 2.591
O: 3.487 0.655 2.737
C: 3.263 0.104 4.096
C: 4.072 -1.190 4.129
O: 5.497 -0.917 4.338
C: 6.195 -2.087 4.757
H: 4.284 2.400 3.012
H: 2.442 2.377 3.052
H: 3.335 2.293 1.539
H: 2.218 -0.147 4.279
H: 3.588 0.792 4.876
H: 3.834 -1.844 3.290
H: 3.744 -1.766 4.994
H: 5.970 -2.386 5.781
H: 7.250 -1.829 4.668
H: 6.087 -2.937 4.083
C: -1.975 7.446 -3.829
O: -2.244 6.133 -3.329
C: -2.518 6.261 -1.928
C: -2.558 4.846 -1.306
O: -1.249 4.204 -1.451
C: -1.264 2.797 -1.105
H: -1.578 7.346 -4.839
H: -1.341 8.094 -3.225
H: -2.933 7.926 -4.033
H: -3.433 6.807 -1.695
H: -1.659 6.695 -1.417
H: -3.375 4.256 -1.720
H: -2.767 4.955 -0.242
H: -1.482 2.718 -0.040
H: -0.259 2.419 -1.290
H: -1.905 2.177 -1.732
C: 3.793 -3.000 -0.366
O: 3.558 -4.363 -0.351
C: 4.397 -5.061 0.604
C: 3.858 -6.489 0.816
O: 2.605 -6.411 1.485
C: 2.074 -7.712 1.835
H: 4.866 -2.819 -0.439
H: 3.480 -2.622 0.607
H: 3.257 -2.502 -1.174
H: 4.352 -4.518 1.548
H: 5.417 -5.000 0.226
H: 4.477 -7.096 1.477
H: 3.709 -7.018 -0.125
H: 2.764 -8.354 2.383
H: 1.730 -8.269 0.964
H: 1.228 -7.652 2.519
C: -1.768 -4.787 1.642
O: -2.726 -5.708 2.221
C: -4.119 -5.362 2.330
C: -4.437 -4.247 3.317
O: -3.835 -2.976 2.946
C: -3.398 -2.218 4.073
H: -0.797 -5.264 1.516
H: -1.665 -3.824 2.142
H: -2.137 -4.468 0.667
H: -4.683 -6.270 2.542
H: -4.422 -5.135 1.308
H: -4.075 -4.629 4.271
H: -5.506 -4.074 3.439
H: -4.094 -2.241 4.911
H: -3.288 -1.171 3.788
H: -2.482 -2.659 4.466
C: 0.574 -3.995 -1.711
O: 0.057 -5.190 -2.208
C: 0.981 -6.252 -1.950
C: 0.287 -7.619 -2.106
O: -0.587 -7.975 -0.974
C: -1.816 -7.264 -0.776
H: 1.574 -3.709 -2.038
H: 0.548 -3.917 -0.624
H: -0.102 -3.207 -2.043
H: 1.475 -6.198 -0.980
H: 1.838 -6.205 -2.623
H: 1.118 -8.313 -2.234
H: -0.377 -7.590 -2.970
H: -2.663 -7.777 -1.232
H: -1.858 -6.279 -1.240
H: -2.086 -7.351 0.277
C: -1.715 -0.629 1.013
O: -0.583 -0.080 0.282
C: 0.645 -0.718 0.537
C: 1.711 0.196 -0.067
O: 1.746 0.091 -1.528
C: 2.565 1.125 -1.994
H: -1.742 -1.718 0.968
H: -2.663 -0.287 0.596
H: -1.717 -0.457 2.089
H: 0.687 -1.699 0.063
H: 0.815 -0.718 1.614
H: 2.657 -0.087 0.396
H: 1.452 1.180 0.324
H: 2.057 2.082 -1.878
H: 2.861 0.918 -3.023
H: 3.454 1.171 -1.366
C: 5.157 4.747 0.004
O: 6.030 4.742 -1.109
C: 5.412 4.035 -2.200
C: 4.209 4.697 -2.835
O: 3.076 4.414 -2.044
C: 1.925 5.260 -2.350
H: 4.833 3.734 0.240
H: 4.218 5.284 -0.129
H: 5.677 5.179 0.859
H: 5.149 2.987 -2.059
H: 6.298 4.176 -2.818
H: 4.071 4.244 -3.817
H: 4.471 5.727 -3.076
H: 2.150 6.273 -2.014
H: 1.098 4.892 -1.743
H: 1.613 5.309 -3.393

Values from the calculation:
Strongest force on any atom in eV Å⁻¹: 3.6
LUMO level in hartree: 0.0129
Energy in Ha: -4323.6155
HOMO-LUMO gap in eV: 9.3147
Highest occupied orbital energy in eV: -9.0

Atomic partial charges in e from the Mulliken method, atoms 1 to 6:
1 C -0.394
2 O -0.301
3 C -0.241
4 C -0.894
5 O -0.385
6 C -0.520